{"formula": "C18H20MoN4O4PS2", "method": "ωB97M-V with the def2-TZVPD basis set", "species": ["Mo", "C", "S", "C", "S", "N", "N", "C", "C", "C", "C", "C", "C", "N", "H", "H", "H", "H", "H", "H", "H", "H", "O", "C", "O", "C", "C", "C", "N", "C", "C", "C", "O", "O", "H", "H", "H", "C", "P", "C", "C", "H", "H", "H", "H", "H", "H", "H", "H", "H"], "coordinates": [[10.793, 9.278, 9.003], [6.193, 11.914, 7.645], [7.381, 12.802, 8.659], [8.722, 11.732, 8.854], [8.748, 10.134, 8.145], [9.717, 12.216, 9.536], [10.713, 11.300, 9.763], [11.628, 11.759, 10.509], [12.692, 10.853, 10.892], [13.715, 11.147, 11.796], [14.516, 10.047, 12.126], [14.345, 8.801, 11.550], [13.328, 8.623, 10.628], [12.508, 9.643, 10.311], [5.366, 12.598, 7.468], [5.787, 11.064, 8.173], [6.626, 11.602, 6.697], [11.606, 12.765, 10.912], [13.722, 12.150, 12.246], [15.261, 10.187, 12.875], [14.984, 7.966, 11.769], [13.155, 7.688, 10.127], [8.123, 5.465, 14.380], [7.954, 5.204, 13.194], [7.368, 4.305, 12.592], [8.601, 6.232, 12.257], [9.126, 7.404, 12.753], [9.707, 8.319, 11.930], [9.858, 8.099, 10.603], [9.339, 6.911, 10.138], [8.717, 5.991, 10.897], [9.575, 6.713, 8.637], [9.278, 5.790, 7.954], [10.310, 7.760, 8.091], [9.001, 7.496, 13.832], [10.132, 9.269, 12.245], [8.307, 5.054, 10.542], [13.859, 9.841, 6.977], [12.076, 10.057, 6.884], [11.518, 9.254, 5.381], [11.772, 11.849, 6.624], [14.416, 10.278, 6.143], [14.015, 8.751, 7.035], [14.187, 10.265, 7.895], [12.088, 9.531, 4.494], [10.463, 9.504, 5.253], [11.547, 8.172, 5.553], [12.200, 12.249, 5.703], [12.135, 12.451, 7.475], [10.681, 11.980, 6.560]], "atomic_forces_ev_per_a": [[0.37, 0.67, 0.69], [0.08, -0.30, -0.11], [0.06, 0.28, 0.07], [0.17, -0.12, -0.15], [-0.16, 0.27, 0.03], [-0.44, -0.14, -0.14], [-1.38, 0.65, -0.56], [1.55, 0.56, 1.26], [-0.25, 0.00, -0.27], [-1.01, -0.96, -0.53], [-0.06, 0.91, 0.27], [-0.34, -0.01, -0.53], [-0.03, 0.94, 0.11], [0.51, -0.72, 0.15], [0.14, 0.20, -0.03], [0.00, -0.27, 0.15], [-0.04, 0.08, -0.02], [-0.24, 0.06, -0.18], [0.43, -0.67, -0.13], [0.58, -0.03, 0.36], [0.17, -0.09, 0.26], [-0.04, -0.36, -0.05], [0.17, 0.19, 0.93], [-0.24, -0.08, -0.21], [-0.20, -0.43, -0.35], [0.26, 0.05, -0.28], [-0.45, -0.04, 1.22], [0.87, 0.91, -1.09], [-0.55, -1.02, -0.03], [1.01, 1.22, -1.99], [-0.51, -0.84, 0.31], [-0.28, -0.81, 0.60], [-0.07, 0.37, 0.50], [0.09, -0.83, -0.53], [0.24, 0.36, -0.13], [-0.18, -0.13, 0.35], [0.02, 0.04, -0.30], [-0.17, -0.88, -0.51], [-0.40, 1.10, 0.24], [-0.43, -0.52, 0.16], [-0.29, 0.06, 0.27], [-0.19, -0.15, 0.06], [0.25, 0.36, -0.16], [0.47, 0.43, 0.79], [0.02, 0.03, 0.11], [0.05, 0.06, -0.13], [0.12, 0.13, -0.21], [0.15, -0.22, 0.03], [-0.11, -0.32, -0.33], [0.28, 0.01, 0.07]], "gap_ha": [0.1735, 0.1567], "total_energy_ev": -65949.9321, "multiplicity": 3, "homo_ev": [-10.09, -10.08], "lumo_ha": [-0.1973, -0.2139], "e_above_lowest_kcal_mol": 0.0, "charge": 1, "s2": 2.029}